DFT (ωB97M-V with the def2-TZVPD basis set) results for a 2-piece molecular cluster, C6H7N2O2S overall at a distorted geometry.

ORCA input file:
```
! wB97M-V def2-TZVPD RIJCOSX def2/J DEFGRID3
* xyz -1 1
H -2.980 -0.894 2.011
O 4.341 -1.217 1.232
H -2.463 1.472 1.378
H 0.775 -0.093 -1.037
C -0.930 0.826 -0.132
N -0.763 2.015 -0.584
S 4.125 -0.021 0.380
H -0.153 -2.511 -0.707
H 0.657 1.440 -1.999
H -2.016 -2.761 1.070
C -1.705 -1.742 0.664
C -1.909 0.631 0.898
O 5.232 0.192 -0.539
N 0.399 2.198 -1.371
H 0.631 3.176 -1.617
C -0.250 -0.401 -0.574
C -2.250 -0.681 1.301
C -0.741 -1.628 -0.374
*
```

Results
Kohn-Sham gap (alpha / beta) in eV: 7.9798 / 2.9444
DFT total energy in eV: -24243.832
LUMO level (alpha / beta) in eV: 3.270 / 1.733
M in g mol⁻¹: 171.201